Entry 1:
{"formula": "C7H8O2S2", "method": "ωB97M-V with the def2-TZVPD basis set", "elements": ["C", "C", "C", "C", "C", "C", "C", "O", "O", "S", "S", "H", "H", "H", "H", "H", "H", "H", "H"], "positions_angstrom": [[-1.12, 1.09, -0.13], [0.05, -1.25, -0.90], [-0.36, 0.74, 0.92], [0.60, -1.11, 0.28], [-0.57, 1.26, -1.48], [0.05, -0.13, -1.87], [1.13, 0.18, 0.68], [-0.32, 0.32, 3.60], [1.18, -1.81, 2.88], [-1.06, -0.07, 2.30], [0.16, -1.92, 1.83], [-2.18, 1.05, 0.00], [-0.60, -2.12, -1.02], [-1.31, 1.43, -2.25], [0.15, 2.09, -1.60], [1.21, -0.15, -1.92], [-0.41, -0.58, -2.70], [1.60, 0.83, -0.10], [1.80, 0.15, 1.46]], "lumo_ev": -0.2, "total_energy_ha": -1218.21345, "smiles": "O=S1#S(=O)C2=CCCC=C1C2"}

---

Entry 2:
{"formula": "C7H8O3", "method": "ωB97M-V with the def2-TZVPD basis set", "elements": ["C", "C", "C", "C", "C", "C", "C", "O", "O", "O", "H", "H", "H", "H", "H", "H", "H", "H"], "positions_angstrom": [[0.01, 1.17, -0.60], [1.12, -0.93, -0.48], [-0.53, 0.47, 0.55], [-1.04, -0.90, 0.18], [1.00, 0.45, 0.13], [-2.27, -0.74, -0.71], [2.20, 0.99, 0.87], [-0.18, 1.92, -1.53], [2.18, -1.36, -0.90], [-0.08, -1.58, -0.64], [-1.05, 1.07, 1.26], [-1.14, -1.64, 0.96], [-2.11, -0.09, -1.50], [-2.97, -0.53, 0.04], [-2.47, -1.73, -1.01], [2.14, 0.60, 1.92], [2.07, 2.14, 0.96], [3.12, 0.69, 0.51]], "lumo_ev": 0.5, "total_energy_ha": -497.17963, "smiles": "C[C@H]1OC(=O)[C@@]2(C)C(=O)[C@@H]12"}

---

Entry 3:
{"formula": "C7H8S", "method": "ωB97M-V with the def2-TZVPD basis set", "elements": ["C", "C", "C", "C", "C", "C", "C", "S", "H", "H", "H", "H", "H", "H", "H", "H"], "positions_angstrom": [[0.69, -0.18, -1.24], [-0.78, 0.25, 0.54], [0.65, -1.74, -1.45], [0.41, 0.60, 0.01], [-1.51, -0.73, -0.37], [-0.56, -0.94, -1.63], [1.35, 1.69, 2.39], [1.59, 1.65, 0.71], [0.98, 0.43, -2.10], [-1.07, 0.53, 1.49], [-1.58, -1.70, -0.01], [-2.41, -0.44, -0.82], [-1.08, -0.60, -2.51], [0.72, 0.98, 2.78], [1.48, 2.59, 2.91], [1.12, -2.38, -0.69]], "lumo_ev": [-0.1, -0.4], "total_energy_ha": -669.48474}

---

Entry 4:
{"formula": "C7H9AsF6N4OPtS5", "method": "ωB97M-V with the def2-TZVPD basis set", "elements": ["Pt", "S", "As", "S", "S", "S", "C", "C", "N", "N", "C", "S", "N", "N", "H", "H", "H", "H", "H", "H", "C", "C", "O", "C", "F", "F", "F", "C", "F", "F", "F", "H", "H", "H"], "positions_angstrom": [[-0.15, -0.93, -0.01], [-2.54, -3.97, 2.72], [-2.55, -2.04, 1.83], [-0.64, -0.93, 2.18], [-2.07, -2.09, -0.34], [-4.28, -0.86, 2.21], [0.71, 4.94, -0.91], [0.69, 3.70, -1.73], [0.85, 3.64, -3.01], [0.74, 2.31, -3.28], [0.49, 1.54, -2.20], [0.33, -0.14, -2.28], [0.46, 2.46, -1.19], [0.18, 2.17, 0.13], [0.98, 5.78, -1.55], [1.44, 4.86, -0.10], [-0.26, 5.13, -0.46], [0.85, 1.95, -4.21], [0.92, 1.57, 0.53], [0.00, 3.01, 0.65], [2.82, -2.13, 0.68], [2.87, -0.60, 0.72], [1.73, 0.03, 0.34], [3.26, -0.16, 2.16], [4.50, -0.58, 2.53], [3.26, 1.18, 2.29], [2.40, -0.65, 3.04], [3.99, -0.15, -0.27], [5.20, -0.69, -0.02], [3.67, -0.49, -1.52], [4.17, 1.19, -0.27], [2.00, -2.46, 1.32], [3.76, -2.58, 1.02], [2.60, -2.45, -0.33]], "charge": -2, "lumo_ev": 4.2, "total_energy_ha": -5511.81855}

---

Entry 5:
{"formula": "C7H9BeINO", "method": "ωB97M-V with the def2-TZVPD basis set", "elements": ["Be", "C", "C", "C", "C", "C", "H", "H", "H", "H", "H", "N", "C", "O", "C", "I", "H", "H", "H", "H"], "positions_angstrom": [[0.40, 0.51, -0.47], [0.77, 1.81, -1.75], [-0.55, 1.32, -1.86], [-0.49, -0.09, -2.01], [0.88, -0.47, -1.99], [1.66, 0.71, -1.83], [1.05, 2.84, -1.58], [-1.46, 1.90, -1.79], [-1.33, -0.77, -2.07], [1.26, -1.48, -2.02], [2.73, 0.75, -1.72], [0.01, -0.12, 3.20], [-0.27, -0.29, 1.93], [0.33, 0.43, 1.08], [-1.27, -1.32, 1.53], [-0.21, -3.07, 0.91], [0.71, 0.56, 3.48], [-0.44, -0.67, 3.92], [-1.86, -0.96, 0.69], [-1.93, -1.59, 2.35]], "charge": 1, "lumo_ev": -3.9, "total_energy_ha": -714.44894}

---

Entry 6:
{"formula": "C7H9BrIN2", "method": "ωB97M-V with the def2-TZVPD basis set", "elements": ["C", "C", "Br", "C", "C", "C", "N", "N", "C", "C", "I", "H", "H", "H", "H", "H", "H", "H", "H", "H"], "positions_angstrom": [[1.89, -0.92, 0.83], [1.88, 0.41, 0.09], [3.63, 0.87, -0.57], [0.86, 0.43, -1.09], [-0.50, 0.24, -0.53], [-1.14, -0.98, -0.55], [-2.34, -1.21, -0.08], [-3.06, -0.27, 0.51], [-2.48, 0.89, 0.58], [-1.22, 1.25, 0.08], [-0.48, 3.17, 0.24], [2.09, -1.76, 0.17], [2.70, -0.90, 1.55], [0.96, -1.11, 1.37], [1.56, 1.16, 0.81], [0.95, 1.39, -1.57], [1.15, -0.37, -1.76], [-0.63, -1.82, -1.00], [-2.76, -2.13, -0.15], [-3.05, 1.66, 1.09]], "charge": 1, "lumo_ev": -5.4, "total_energy_ha": -3253.08073, "smiles": "C[C@@H](Br)Cc1c[nH+]ncc1I"}

---

Entry 7:
{"formula": "C7H9BrINOS", "method": "ωB97M-V with the def2-TZVPD basis set", "elements": ["C", "C", "C", "C", "C", "C", "C", "N", "O", "S", "Br", "I", "H", "H", "H", "H", "H", "H", "H", "H", "H"], "positions_angstrom": [[3.25, 0.87, 0.14], [3.29, 1.94, 1.38], [1.49, 0.73, 1.36], [-2.28, -1.74, -1.40], [-2.21, -0.12, -1.20], [-0.95, 0.10, -0.33], [-0.76, -0.76, 0.86], [2.08, 0.28, 0.23], [2.16, 1.60, 2.04], [0.07, 0.12, 2.15], [4.46, 3.18, 1.94], [4.74, 0.63, -1.30], [-2.77, -2.24, -0.45], [-1.28, -2.12, -1.49], [-2.91, -1.90, -2.28], [-3.00, 0.37, -0.43], [-2.11, 0.39, -2.09], [-1.04, 1.13, 0.04], [-0.18, 0.12, -1.03], [-1.77, -0.91, 1.32], [-0.27, -1.68, 0.55]], "lumo_ev": [0.4, 0.4], "total_energy_ha": -3671.90486, "smiles": "CCCCSc1nc(I)c(Br)o1"}

---

Entry 8:
{"formula": "C7H9BrN2O2S", "method": "ωB97M-V with the def2-TZVPD basis set", "elements": ["C", "C", "C", "C", "C", "C", "C", "N", "N", "O", "O", "S", "Br", "H", "H", "H", "H", "H", "H", "H", "H", "H"], "positions_angstrom": [[-2.71, 1.69, -0.05], [-1.54, 1.40, -0.63], [-3.49, 0.54, -0.13], [-0.51, -0.82, -1.28], [1.78, -1.02, 0.05], [3.50, 0.56, 1.05], [2.09, -0.08, 0.94], [-2.70, -0.44, -0.62], [-1.53, 0.08, -0.86], [-0.03, -3.03, 0.06], [-0.45, -0.97, 1.40], [0.07, -1.60, 0.23], [-5.20, 0.24, 0.43], [-2.88, 2.72, 0.14], [-0.87, -1.44, -2.08], [0.23, -0.18, -1.71], [2.31, -1.55, -0.76], [3.78, 0.42, 0.05], [3.47, 1.52, 1.41], [-0.74, 1.93, -1.03], [1.36, 0.05, 1.69], [4.06, -0.01, 1.71]], "lumo_ev": 0.4, "total_energy_ha": -3504.21369, "smiles": "C/C=C/S(=O)(=O)Cn1ccc(Br)n1"}

---

Entry 9:
{"formula": "C7H9BrN2O3", "method": "ωB97M-V with the def2-TZVPD basis set", "elements": ["C", "C", "C", "C", "C", "C", "C", "N", "N", "O", "O", "O", "Br", "H", "H", "H", "H", "H", "H", "H", "H", "H"], "positions_angstrom": [[0.04, 0.27, -2.19], [0.26, -0.57, 0.64], [0.98, 0.51, 0.22], [0.63, 1.27, -1.32], [-0.97, -0.96, -0.25], [0.53, -1.24, 1.90], [-2.06, -0.10, 0.30], [-0.70, -0.69, -1.70], [2.11, 1.16, 0.83], [-1.15, -1.60, -2.45], [2.45, 0.69, 1.91], [2.57, 2.11, 0.23], [-0.49, 2.95, -0.87], [0.48, 0.35, -3.18], [1.61, 1.65, -1.68], [-1.04, -2.10, -0.37], [1.27, -1.98, 1.58], [-0.33, -1.73, 2.35], [1.09, -0.63, 2.63], [-1.90, 1.05, 0.27], [-2.35, -0.22, 1.38], [-3.03, -0.20, -0.24]], "lumo_ev": -0.8, "total_energy_ha": -3181.13581, "smiles": "CC1=C([N+](=O)[O-])[C@H](Br)C=[N+]([O-])[C@@H]1C"}

---

Entry 10:
{"formula": "C7H9BrSi", "method": "ωB97M-V with the def2-TZVPD basis set", "elements": ["C", "C", "C", "C", "C", "C", "C", "Si", "Br", "H", "H", "H", "H", "H", "H", "H", "H", "H"], "positions_angstrom": [[-2.22, -1.74, -0.72], [-1.40, -1.13, -1.60], [-1.84, -1.72, 0.61], [-0.28, -0.41, -1.19], [-0.74, -1.00, 1.01], [0.14, -0.40, 0.11], [1.67, 2.74, 0.34], [1.55, 0.80, 0.50], [3.24, 0.05, -0.71], [-3.12, -2.44, -0.85], [-1.65, -0.99, -2.69], [-2.49, -2.23, 1.27], [0.33, 0.02, -1.97], [-0.39, -1.12, 2.02], [2.73, 3.22, 0.22], [1.28, 3.01, -0.68], [1.41, 3.44, 1.11], [1.78, -0.10, 3.24]], "lumo_ev": -0.8, "total_energy_ha": -3135.51473}

---

Copy entry 3 word for word.
{"formula": "C7H8S", "method": "ωB97M-V with the def2-TZVPD basis set", "elements": ["C", "C", "C", "C", "C", "C", "C", "S", "H", "H", "H", "H", "H", "H", "H", "H"], "positions_angstrom": [[0.69, -0.18, -1.24], [-0.78, 0.25, 0.54], [0.65, -1.74, -1.45], [0.41, 0.60, 0.01], [-1.51, -0.73, -0.37], [-0.56, -0.94, -1.63], [1.35, 1.69, 2.39], [1.59, 1.65, 0.71], [0.98, 0.43, -2.10], [-1.07, 0.53, 1.49], [-1.58, -1.70, -0.01], [-2.41, -0.44, -0.82], [-1.08, -0.60, -2.51], [0.72, 0.98, 2.78], [1.48, 2.59, 2.91], [1.12, -2.38, -0.69]], "lumo_ev": [-0.1, -0.4], "total_energy_ha": -669.48474}

---

Question: What is the formula in the fifth record?
Answer: C7H9BeINO